No. 1
Density functional theory data (ωB97M-V with the def2-TZVPD basis set) for a molecular structure, C27H22ClIN4O5Ta.

```
61
Properties=species:S:1:pos:R:3:forces:R:3
Ta 0.85649 -0.44654 -0.51766 0.291 -0.552 -0.567
O -1.00265 -0.96706 -0.22277 -0.260 -0.081 0.165
C -2.13817 -0.26067 -0.30033 0.253 -0.097 0.022
C -3.13611 -0.44293 0.65025 -0.153 0.155 -0.148
C -4.28959 0.31645 0.56738 0.025 -0.051 0.050
C -4.48203 1.23931 -0.46209 0.143 -0.017 -0.090
C -3.50785 1.38843 -1.42720 -0.091 -0.050 0.139
C -2.31809 0.65221 -1.35271 0.010 0.051 -0.070
C -1.32094 0.83741 -2.38071 -0.148 -0.019 0.003
N -0.11762 0.40161 -2.33081 0.113 0.178 0.099
C 0.82341 0.70049 -3.39942 -0.009 -0.058 -0.086
C 1.55472 -0.59637 -3.70741 0.084 0.098 0.018
N 1.62503 -1.40304 -2.47008 -0.056 0.024 0.084
C 2.11482 -2.57848 -2.64045 0.095 -0.151 0.074
C 2.29759 -3.60518 -1.65160 -0.005 -0.010 0.003
C 2.90382 -4.81755 -2.00556 -0.019 -0.064 0.135
C 3.05389 -5.81557 -1.06655 -0.016 0.070 -0.070
C 2.58464 -5.61530 0.23277 -0.050 0.088 0.075
C 1.97429 -4.43004 0.60751 0.126 -0.114 -0.274
C 1.84088 -3.42199 -0.34230 -0.098 0.203 -0.031
O 1.26711 -2.26368 -0.02754 -0.036 -0.448 0.351
H -2.98651 -1.16603 1.43785 0.027 -0.027 0.034
H -5.06053 0.18471 1.31511 -0.019 0.008 0.010
H -5.39021 1.81930 -0.51032 -0.061 0.037 0.002
H -3.64445 2.08695 -2.24254 -0.013 0.030 -0.032
H -1.63422 1.39205 -3.26759 0.018 -0.011 0.048
H 1.51315 1.46206 -3.02440 0.009 -0.090 -0.027
H 0.31387 1.09945 -4.27981 0.054 -0.026 0.032
H 2.56645 -0.39220 -4.06289 -0.059 0.011 -0.001
H 1.02788 -1.17264 -4.47109 -0.033 0.056 0.038
H 2.42870 -2.85227 -3.65082 -0.003 0.014 0.029
H 3.25339 -4.95989 -3.01947 0.018 -0.009 -0.049
H 3.52429 -6.74931 -1.33460 0.020 -0.035 -0.004
H 2.69661 -6.40174 0.96659 0.004 -0.034 0.004
H 1.59592 -4.27632 1.60671 -0.021 0.011 0.056
N 1.74611 -0.28535 1.62579 -0.336 -0.024 -0.047
C 2.83356 0.70450 1.64851 0.078 0.189 0.156
C 3.07964 1.22932 0.23715 -0.233 -0.359 -0.364
O 3.53886 2.28825 -0.04873 0.169 0.064 0.162
O 2.67494 0.30912 -0.67642 0.117 0.455 -0.104
H 0.92518 0.02877 2.16958 0.117 -0.050 0.022
H 2.05255 -1.19047 1.96269 -0.047 0.051 -0.026
H 3.75392 0.23921 2.00559 -0.001 0.091 -0.025
H 2.60292 1.54327 2.30655 0.024 -0.046 -0.073
Cl -2.90842 5.53936 2.57216 0.018 -0.026 -0.004
C -1.91315 4.29358 1.89640 0.023 -0.025 -0.033
C -1.26033 4.52417 0.72516 0.032 -0.115 0.016
C -0.47495 3.50606 0.13451 -0.373 0.580 0.188
I 0.39304 3.93503 -1.69762 0.077 0.063 -0.012
C -0.33643 2.28516 0.73101 -0.076 -0.201 -0.304
O 0.31838 1.31659 0.09598 0.205 0.122 0.471
C -0.96353 2.05055 1.99740 0.024 0.081 0.023
N -0.74542 0.86372 2.62114 0.147 -0.038 -0.169
C -1.35269 0.62879 3.75530 -0.104 -0.044 0.131
C -2.23427 1.53444 4.37434 0.067 0.045 -0.098
C -2.43594 2.74746 3.78367 0.029 -0.041 0.000
C -1.78411 3.04701 2.56660 -0.080 0.145 0.020
H -1.35970 5.47866 0.22966 -0.004 0.026 0.008
H -1.14513 -0.32514 4.22820 0.015 -0.022 -0.002
H -2.71221 1.27377 5.30618 -0.021 -0.020 0.037
H -3.08080 3.48856 4.23382 -0.009 0.008 0.004
```
Positions in Å, forces in eV/Å.

Results
* charge: +1
* E_tot: -2452.27885 a.u.
* HOMO-LUMO gap: 0.26864 hartree
* energy above the lowest of the compared OMol25 structures with the same formula, charge and spin: 13.4 kcal/mol

No. 2
Density functional theory data (ωB97M-V with the def2-TZVPD basis set) for a single C12H20N4O3S molecule at a distorted geometry.

```
40
Properties=species:S:1:pos:R:3:forces:R:3
C 0.05997 -2.80441 -3.65287 0.375 -0.329 -0.190
N -0.94742 -2.05752 -2.95676 -0.229 0.219 0.399
C -1.92255 -1.27802 -3.49845 -0.178 0.136 0.124
N -2.68408 -0.74372 -2.59678 -0.398 0.313 0.127
C -2.22428 -1.19799 -1.39961 0.992 -0.662 -1.622
N -2.91025 -0.89202 -0.20982 -0.356 0.145 0.768
O -3.66030 0.05982 -0.20461 -0.068 0.128 -0.026
O -2.71420 -1.62337 0.75159 -0.029 -0.119 0.083
C -1.11585 -2.02220 -1.60199 -0.333 0.301 0.665
S 0.02351 -2.82352 -0.56391 0.033 -0.151 0.213
C 0.05889 -1.69966 0.86850 0.261 -0.236 -0.247
C 1.48067 -1.47468 1.37909 -0.340 0.559 -0.234
O 1.99240 -2.55555 2.10860 0.160 -0.407 0.308
C 1.46550 -0.17443 2.21505 0.102 -0.218 -0.217
N 0.85065 0.90521 1.47085 0.162 0.173 0.251
C 1.76339 1.56973 0.55830 -0.095 -0.055 -0.324
C 0.97626 2.46010 -0.39907 0.225 0.143 0.147
C 0.18488 3.49809 0.38862 -0.161 -0.198 -0.114
C -0.69668 2.78504 1.40767 0.212 0.148 0.184
C 0.15176 1.87685 2.29358 -0.333 0.024 -0.058
H -0.17944 -3.86945 -3.64499 0.029 0.042 -0.055
H 1.02281 -2.66704 -3.15860 -0.035 0.033 -0.092
H 0.11741 -2.45393 -4.68117 0.001 -0.006 0.037
H -2.03711 -1.13425 -4.55346 0.065 -0.052 -0.296
H -0.32249 -0.73353 0.54347 -0.041 -0.135 0.051
H -0.58678 -2.11037 1.64465 0.054 0.111 0.028
H 2.16316 -1.36643 0.52982 -0.108 0.072 0.063
H 1.42208 -2.72097 2.86944 0.031 0.012 -0.051
H 2.49415 0.05420 2.53566 -0.070 -0.032 0.047
H 0.86810 -0.36454 3.11200 0.016 0.010 0.022
H 2.30888 0.81015 -0.00578 0.061 0.038 0.023
H 2.50223 2.18118 1.10817 0.021 -0.055 0.000
H 1.66314 2.94531 -1.09457 0.005 -0.015 -0.057
H 0.28549 1.84017 -0.97398 0.009 -0.054 -0.072
H -0.42700 4.09931 -0.28520 0.032 0.081 0.013
H 0.87662 4.16690 0.90702 0.023 0.080 0.002
H -1.22372 3.50836 2.03116 -0.065 0.003 0.014
H -1.44052 2.17998 0.88691 -0.078 -0.043 0.020
H -0.49683 1.33770 2.98807 0.066 0.024 0.034
H 0.85756 2.48951 2.88339 -0.016 -0.028 0.032
```
Positions in Å, forces in eV/Å.

Results
* charge: 0
* E_tot: -1312.08727 a.u.
* HOMO-LUMO gap: 0.31880 hartree
* energy above the lowest of the compared OMol25 structures with the same formula, charge and spin: 81.7 kcal/mol
* SMILES: Cn1cnc([N+](=O)[O-])c1SC[C@H](O)CN1CCCCC1

No. 3
Density functional theory data (ωB97M-V with the def2-TZVPD basis set) for a molecular structure, C33H19N5O15S2Zr.

```
75
Properties=species:S:1:pos:R:3:forces:R:3
Zr 0.95083 -1.38897 0.33406 -0.211 -0.399 -0.889
O 1.12184 -7.45721 1.52383 0.002 0.004 -0.003
C 1.09437 -6.29044 1.28723 0.003 -0.004 -0.001
C 1.73516 -5.16283 2.12986 0.017 -0.001 0.024
O 2.38571 -5.28439 3.13447 -0.008 -0.003 -0.014
C 1.37655 -3.94156 1.41281 0.074 -0.052 0.097
C 0.66328 -4.17100 0.27326 -0.017 -0.179 0.005
O 0.30342 -3.15127 -0.48219 0.177 0.094 0.304
C 0.40692 -5.61390 0.07447 -0.010 0.021 -0.010
O -0.19124 -6.15800 -0.80880 -0.007 -0.010 -0.001
O 1.68547 -2.67293 1.73071 -0.103 -0.143 -0.041
O -5.65129 4.26123 -0.72268 0.065 -0.131 -0.086
S -6.43466 3.13809 -1.22608 -0.140 0.252 0.225
O -5.76960 2.39143 -2.27758 -0.006 -0.087 -0.130
O -7.83749 3.39161 -1.42513 0.030 -0.048 -0.009
C -6.33726 2.03437 0.22244 0.008 -0.041 0.021
N -7.19767 2.19032 1.23047 0.000 -0.012 -0.023
C -6.98132 1.45865 2.31176 0.038 -0.005 -0.001
C -5.90528 0.58335 2.43964 -0.069 -0.057 -0.016
C -5.08852 0.48074 1.32925 0.063 0.090 0.032
N -5.31516 1.18987 0.22720 0.227 -0.095 -0.019
C -3.83616 -0.32488 1.25591 -0.089 -0.045 -0.069
C -3.38236 -0.72512 -0.00297 -0.116 0.100 -0.039
C -2.11675 -1.23250 -0.13620 -0.052 -0.117 0.191
N -1.27899 -1.35895 0.91336 -0.005 0.238 0.033
C -1.75423 -1.08933 2.13781 0.012 0.009 -0.023
C -3.02709 -0.60100 2.35290 -0.013 0.113 0.003
H -7.68955 1.57903 3.12455 -0.004 0.000 0.007
H -5.75326 0.01269 3.34525 0.022 -0.014 -0.012
H -4.00565 -0.55553 -0.86943 0.005 0.016 -0.029
H -1.73188 -1.52363 -1.10478 -0.002 -0.015 0.001
H -1.06896 -1.22912 2.96365 -0.002 -0.001 0.005
H -3.33117 -0.35175 3.36010 -0.023 0.011 -0.015
O 0.28628 0.24143 -0.85274 0.199 -0.190 0.069
S 0.65767 0.62932 -2.31665 -0.141 0.308 -0.106
C 2.05188 1.69917 -2.10291 -0.039 0.006 0.010
C 3.21460 1.37629 -2.78401 0.023 -0.047 0.047
C 4.34107 2.16675 -2.58692 0.013 -0.002 0.009
C 4.28473 3.24477 -1.71815 -0.005 -0.004 0.002
C 3.10716 3.55283 -1.03837 -0.002 0.005 0.006
C 1.97589 2.78178 -1.23082 -0.016 0.027 -0.025
C -0.65662 1.74850 -2.73761 0.028 -0.077 0.036
C -0.64331 2.29882 -4.01223 0.020 -0.039 -0.034
C -1.71907 3.08237 -4.39792 -0.020 0.004 0.013
C -2.78679 3.28514 -3.53034 0.009 0.016 -0.058
C -2.78329 2.72595 -2.26119 0.035 0.032 0.103
C -1.70637 1.95071 -1.85372 -0.016 0.016 -0.013
H 3.25261 0.50548 -3.42647 -0.005 0.015 -0.018
H 5.25981 1.92720 -3.10436 -0.001 0.000 -0.003
H 5.16375 3.85729 -1.56677 0.000 0.002 0.000
H 3.07226 4.40406 -0.37166 -0.002 -0.001 -0.001
H 1.04350 3.01527 -0.73005 0.001 0.008 -0.006
H 0.17765 2.11256 -4.69542 0.003 -0.002 0.007
H -1.73351 3.51653 -5.38858 0.008 0.007 0.002
H -3.64317 3.86683 -3.84324 -0.024 -0.017 0.036
H -3.63281 2.87585 -1.60923 -0.018 0.022 -0.019
H -1.69917 1.49508 -0.87446 0.009 0.020 0.013
O 4.46898 -1.54128 -2.11238 0.019 -0.031 -0.002
C 3.71425 -1.40552 -1.18996 -0.005 0.007 -0.001
O 2.40003 -1.50309 -1.21803 0.037 0.126 0.071
C 4.15907 -1.10467 0.23054 -0.051 -0.008 0.015
C 5.15587 -1.77941 0.92638 0.009 -0.019 0.003
C 5.19153 -1.65552 2.30482 0.145 0.190 -0.026
C 4.23580 -0.97589 3.04606 -0.014 -0.016 -0.005
C 3.28659 -0.30589 2.30946 0.037 -0.075 -0.021
C 3.30212 -0.28057 0.92800 0.031 0.095 0.037
N 2.03553 0.12612 2.91194 -0.041 0.164 -0.005
O 1.96431 0.44858 4.05196 0.007 0.006 -0.020
O 1.03892 0.08892 2.13988 -0.008 0.019 0.323
N 6.24383 -2.39034 3.05513 -0.507 -0.679 0.073
O 6.99639 -3.07779 2.40618 0.191 0.233 -0.033
O 6.20027 -2.31667 4.26202 0.185 0.244 -0.011
H 5.85743 -2.42995 0.42224 -0.001 0.005 -0.005
H 4.21029 -1.04471 4.12391 0.000 0.009 0.000
H 2.61600 0.36066 0.37652 0.042 0.132 0.020
```
Positions in Å, forces in eV/Å.

Results
* charge: 0
* E_tot: -3514.67110 a.u.
* HOMO-LUMO gap: 0.16437 hartree
* energy above the lowest of the compared OMol25 structures with the same formula, charge and spin: 2.2 kcal/mol

No. 4
Density functional theory data (ωB97M-V with the def2-TZVPD basis set) for a single C4H6N2O molecule at a distorted geometry.

```
13
Properties=species:S:1:pos:R:3:forces:R:3
H 2.69470 -1.01491 -1.29558 0.024 0.151 0.059
N 1.67822 -0.99250 -1.31955 -0.181 0.465 0.414
C 1.16682 -0.15310 -0.53522 0.036 -0.853 -0.384
O 1.68684 0.76113 0.35719 -0.019 -0.173 0.086
C 0.33695 1.22021 0.74423 -0.230 0.091 0.186
C -0.23125 0.13967 -0.11748 -0.173 -0.163 0.302
C -1.62832 -0.21489 -0.34894 -0.290 -0.180 -0.317
N -0.94657 -0.74174 0.82079 -0.269 -0.620 0.039
H -0.10913 0.78477 1.67181 1.470 1.777 0.401
H 0.24317 2.27720 0.50228 -0.158 -0.088 0.192
H -1.87048 -0.91797 -1.13176 -0.056 0.120 -0.255
H -2.36346 0.56168 -0.13196 0.036 -0.308 -0.131
H -0.65749 -1.70953 0.78418 -0.188 -0.220 -0.592
```
Positions in Å, forces in eV/Å.

Results
* charge: 0
* E_tot: -340.66281 a.u.
* HOMO-LUMO gap: 0.40928 hartree
* energy above the lowest of the compared OMol25 structures with the same formula, charge and spin: 82.9 kcal/mol
* SMILES: [H]/N=C1\OC[C@@]12CN2